Molecular formula: C5H10O
Method: DFT, wB97M-V/def2-TZVPD

Properties
- SMILES = C=C(O)C(C)C
- HOMO-LUMO gap (eV) = 9.529
- ΔE to the lowest compared entry with this formula, charge and spin (eV) = 1.277
- multiplicity = 1
- E (a.u.) = -271.705701
- E_LUMO (Ha) = 0.0355
- maximum force (eV/A) = 2.74
- highest occupied orbital energy (eV) = -8.564

```
16
Properties=species:S:1:pos:R:3:forces:R:3:nbo_charge:R:1
C 1.906 -0.514 -0.886 -1.0 -0.5 -1.3 -0.623
C 0.977 0.011 -0.071 1.0 -0.5 -0.3 0.386
O 1.444 1.032 0.660 1.9 1.2 -0.7 -0.672
C -0.448 -0.374 0.126 0.0 -0.5 0.2 -0.288
C -1.336 0.293 -0.928 0.0 0.1 -0.1 -0.590
C -0.940 -0.079 1.536 0.0 0.0 0.2 -0.601
H 1.705 -1.424 -1.409 -0.1 -0.3 -0.4 0.207
H 2.657 0.139 -1.350 0.2 -0.4 0.7 0.198
H 2.392 1.003 0.259 -1.9 1.0 1.8 0.487
H -0.475 -1.454 -0.045 -0.1 0.0 0.0 0.218
H -0.997 0.051 -1.939 -0.1 0.0 0.1 0.217
H -1.318 1.383 -0.816 0.0 -0.1 0.0 0.209
H -2.368 -0.055 -0.812 0.1 0.1 0.0 0.210
H -0.932 0.999 1.733 0.0 -0.2 0.0 0.216
H -0.304 -0.565 2.283 -0.1 0.1 -0.1 0.216
H -1.963 -0.447 1.659 0.1 0.1 0.0 0.209
```
Forces are in eV/Å.



Molecular formula: C32H74Cl2F4O11P
Method: DFT, wB97M-V/def2-TZVPD

Properties
- HOMO-LUMO gap (eV) = 7.594
- net charge = -1
- multiplicity = 1
- E (a.u.) = -3752.452939
- E_LUMO (Ha) = 0.0820
- maximum force (eV/A) = 0.37
- highest occupied orbital energy (eV) = -5.364

```
124
Properties=species:S:1:pos:R:3:forces:R:3:lowdin_charge:R:1
C -0.725 5.531 1.590 0.2 0.1 -0.3 -0.108
O -0.886 5.624 0.182 -0.2 -0.1 0.0 -0.186
C -0.911 4.338 -0.428 0.1 0.2 0.1 -0.250
C -1.191 4.474 -1.909 -0.2 -0.1 -0.1 -0.158
C -0.875 3.207 -2.745 -0.2 0.1 0.2 -0.186
C 0.111 2.211 -2.145 0.1 0.0 -0.1 -0.225
C 1.564 2.678 -2.081 0.1 -0.1 0.0 -0.208
C 2.448 1.624 -1.408 -0.2 0.1 -0.1 -0.200
C 2.419 1.720 0.115 0.1 0.0 0.1 -0.217
C 2.918 0.448 0.804 -0.1 0.0 0.0 -0.215
C 1.804 -0.597 0.987 0.2 0.0 0.0 -0.222
C 2.309 -2.045 1.086 0.0 0.0 0.3 -0.254
P 1.433 -3.432 0.160 0.0 0.1 0.1 0.672
C 1.726 -2.707 -1.618 0.0 0.0 0.0 -0.500
F 2.206 -3.732 -2.404 0.0 0.0 0.0 0.006
F 2.659 -1.702 -1.719 0.0 0.0 0.0 0.046
C 0.455 -2.240 -2.322 -0.1 -0.1 0.0 -0.328
F 0.076 -1.013 -1.877 -0.1 0.1 0.0 0.044
F 0.639 -2.101 -3.672 0.1 0.0 -0.1 0.047
O -0.121 -2.654 0.364 0.0 0.0 -0.2 -0.295
C -1.057 -3.586 0.808 -0.1 0.2 0.2 -0.187
C -0.311 -4.575 1.770 -0.1 0.1 0.1 -0.617
O -0.561 -5.933 1.372 0.1 0.0 0.1 -0.014
C -0.832 -4.415 3.219 0.1 0.0 -0.2 -0.587
Cl 0.296 -3.767 4.350 0.0 0.0 0.1 0.728
C -2.083 -4.684 3.565 0.0 0.0 -0.1 -0.737
C -3.148 -5.177 2.641 0.0 0.1 -0.1 -0.104
Cl -2.667 -4.395 5.179 0.0 0.0 0.1 0.628
O 1.014 -4.288 1.694 0.1 -0.3 -0.2 -0.279
H 0.159 6.101 1.883 0.0 0.0 0.1 0.081
H -0.569 4.498 1.900 -0.1 0.0 0.1 0.066
H -1.603 5.938 2.097 0.0 0.0 0.0 0.085
H -1.686 3.727 0.053 0.0 -0.1 0.0 0.132
H 0.052 3.857 -0.244 0.0 -0.1 0.0 0.092
H -2.258 4.692 -2.008 0.0 0.1 -0.1 0.108
H -0.671 5.341 -2.315 0.2 -0.1 0.2 0.093
H -1.816 2.673 -2.906 0.0 0.0 -0.1 0.093
H -0.502 3.520 -3.721 -0.1 0.0 0.0 0.094
H 0.108 1.310 -2.764 -0.1 0.0 0.0 0.102
H -0.234 1.881 -1.160 0.1 0.0 0.0 0.109
H 1.904 2.853 -3.108 0.0 0.1 0.0 0.109
H 1.658 3.629 -1.544 0.0 0.1 -0.1 0.105
H 3.482 1.700 -1.756 0.0 0.0 0.0 0.115
H 2.088 0.639 -1.712 0.1 0.0 0.0 0.091
H 3.023 2.582 0.426 0.0 0.0 0.0 0.103
H 1.395 1.928 0.451 0.0 0.0 0.0 0.099
H 3.345 0.708 1.779 0.0 -0.1 -0.1 0.081
H 3.736 0.019 0.218 0.0 0.1 0.0 0.104
H 1.088 -0.497 0.172 0.0 0.0 0.0 0.079
H 1.279 -0.351 1.914 -0.3 0.0 -0.1 0.108
H 3.359 -2.098 0.782 0.0 0.0 -0.1 0.066
H 2.256 -2.376 2.126 0.1 0.0 0.0 0.066
H 2.664 -4.164 0.049 0.0 0.0 0.1 0.035
H 0.744 -4.484 -0.567 0.0 0.0 0.0 0.052
H -0.357 -2.950 -2.163 0.0 0.0 0.0 0.148
H -1.844 -3.052 1.342 0.0 -0.1 -0.1 0.102
H -1.525 -4.156 -0.006 0.1 -0.1 0.0 0.118
H 0.314 -6.250 1.122 0.0 0.0 0.0 0.100
H -3.673 -6.020 3.090 0.0 0.0 0.0 0.077
H -2.727 -5.490 1.689 0.0 0.0 0.1 0.072
H -3.848 -4.360 2.460 -0.1 -0.1 0.0 0.058
C 3.182 -4.173 6.176 0.0 0.1 -0.1 -0.119
C 4.539 -4.038 6.833 0.0 0.0 0.0 -0.328
O 5.064 -2.716 6.730 0.0 0.0 0.0 -0.093
H 3.234 -3.899 5.123 0.0 0.0 0.0 0.059
H 2.805 -5.194 6.245 0.0 0.0 0.0 0.076
H 2.453 -3.516 6.657 0.0 0.0 0.0 0.066
H 5.272 -4.679 6.343 0.0 0.0 0.0 0.109
H 4.488 -4.339 7.886 0.0 0.0 0.0 0.104
H 4.441 -2.118 7.155 0.0 0.0 0.0 0.077
C -3.165 -0.129 -4.571 0.1 -0.1 0.0 -0.085
C -4.145 -0.279 -3.423 0.0 0.0 0.0 -0.319
O -4.101 -1.568 -2.825 0.0 0.0 -0.1 -0.081
H -3.348 -0.889 -5.332 0.0 0.0 0.0 0.066
H -3.252 0.858 -5.029 0.0 0.0 0.0 0.075
H -2.137 -0.254 -4.222 0.0 0.0 0.0 0.069
H -5.171 -0.162 -3.777 0.0 0.0 0.0 0.093
H -3.966 0.495 -2.668 0.0 0.0 0.0 0.107
H -3.216 -1.707 -2.469 0.0 0.0 0.0 0.080
C 6.661 -2.409 3.388 -0.1 0.0 -0.1 -0.088
C 6.402 -0.949 3.065 0.0 0.0 0.0 -0.322
O 5.420 -0.763 2.060 0.2 0.0 0.1 -0.090
H 6.942 -2.954 2.486 0.0 0.0 0.0 0.075
H 7.460 -2.504 4.126 0.0 0.0 0.0 0.072
H 5.766 -2.876 3.805 0.0 0.0 0.0 0.062
H 7.304 -0.484 2.663 0.0 0.0 0.0 0.107
H 6.129 -0.408 3.979 0.0 0.0 0.0 0.106
H 4.586 -1.157 2.341 0.0 -0.1 0.0 0.058
C 3.038 3.026 3.718 0.0 0.0 0.0 -0.088
C 2.067 4.036 3.140 0.0 0.0 0.2 -0.322
O 0.906 4.177 3.961 0.1 0.1 -0.1 -0.090
H 2.554 2.055 3.821 0.0 0.0 0.0 0.077
H 3.911 2.909 3.073 0.0 0.0 0.0 0.074
H 3.385 3.343 4.705 0.0 0.0 0.0 0.070
H 1.711 3.709 2.164 0.0 0.0 0.0 0.086
H 2.550 5.012 3.011 0.0 0.0 0.0 0.111
H 1.203 4.472 4.827 -0.1 0.0 0.0 0.079
C -6.598 -0.770 -6.884 0.0 -0.1 0.0 -0.086
C -7.579 -0.924 -5.737 0.1 0.0 0.1 -0.334
O -7.517 -2.206 -5.129 0.0 0.0 -0.1 -0.078
H -6.779 -1.532 -7.644 0.0 0.0 0.0 0.075
H -6.689 0.215 -7.346 0.0 0.0 0.0 0.074
H -5.571 -0.886 -6.530 0.0 0.0 0.0 0.057
H -8.602 -0.818 -6.097 0.0 0.0 0.0 0.108
H -7.410 -0.143 -4.986 0.0 0.0 0.0 0.100
H -6.634 -2.330 -4.763 0.0 0.0 0.0 0.077
C 1.881 7.124 -5.859 0.0 -0.1 0.0 -0.095
C 0.900 6.910 -4.721 0.0 0.0 0.0 -0.322
O 0.972 5.598 -4.180 0.1 0.1 -0.1 -0.090
H 1.707 6.397 -6.652 0.0 0.0 0.0 0.074
H 1.780 8.128 -6.275 0.0 0.0 0.0 0.070
H 2.910 7.005 -5.510 0.0 0.0 0.0 0.071
H -0.125 7.021 -5.074 0.0 0.0 0.0 0.113
H 1.062 7.655 -3.934 0.0 0.0 0.0 0.110
H 1.858 5.456 -3.831 0.0 0.0 0.0 0.084
C -5.912 -0.947 0.770 0.0 0.0 0.0 -0.089
C -5.427 -1.695 1.998 0.0 0.0 0.0 -0.319
O -4.064 -2.077 1.893 0.0 0.1 0.0 -0.095
H -5.768 -1.552 -0.126 0.0 0.0 0.0 0.071
H -6.971 -0.697 0.860 0.0 0.0 0.0 0.071
H -5.355 -0.016 0.640 0.0 0.0 0.0 0.072
H -5.980 -2.627 2.121 0.0 0.0 0.0 0.110
H -5.587 -1.095 2.902 0.0 0.0 0.0 0.109
H -3.528 -1.284 1.787 0.0 0.0 0.0 0.090
```
Forces are in eV/Å.



Molecular formula: C35H47N12OPSr
Method: DFT, wB97M-V/def2-TZVPD

Properties
- HOMO-LUMO gap (eV) = 6.863
- ΔE to the lowest compared entry with this formula, charge and spin (eV) = 2.265
- multiplicity = 1
- E (a.u.) = -2466.407847
- E_LUMO (Ha) = -0.0118
- maximum force (eV/A) = 4.10
- highest occupied orbital energy (eV) = -7.184

```
97
Properties=species:S:1:pos:R:3:forces:R:3:lowdin_charge:R:1
Sr -1.034 1.110 -0.232 1.6 -0.9 -2.1 1.452
C 0.437 2.813 2.109 0.5 0.3 0.3 -0.111
N -0.851 2.200 1.846 0.2 0.4 1.8 -0.189
C -1.981 3.111 1.821 -0.5 0.3 0.5 -0.134
C -1.800 4.155 0.779 -0.1 0.5 0.1 -0.327
N -1.774 3.965 -0.506 0.0 -0.8 -0.2 0.161
C -1.597 5.202 -1.078 0.1 0.8 0.5 -0.213
C -1.550 5.595 -2.410 0.1 0.1 0.0 -0.009
C -1.356 6.936 -2.674 0.0 -0.1 -0.2 -0.087
C -1.199 7.877 -1.652 0.0 0.1 0.2 -0.089
C -1.272 7.516 -0.321 0.0 0.1 0.0 -0.020
C -1.488 6.174 -0.057 0.0 -0.3 -0.6 -0.188
N -1.620 5.471 1.115 0.0 0.0 0.1 0.167
C 1.416 2.466 1.032 0.6 0.3 0.1 -0.330
N 1.103 2.089 -0.172 0.8 0.9 0.1 0.001
C 2.280 1.814 -0.821 0.8 0.2 0.3 -0.222
C 2.503 1.329 -2.103 0.0 0.1 0.1 -0.013
C 3.814 1.105 -2.468 -0.1 -0.1 -0.2 -0.080
C 4.873 1.357 -1.592 0.1 0.1 0.1 -0.079
C 4.668 1.855 -0.320 0.1 -0.1 0.1 -0.013
C 3.353 2.075 0.054 -0.2 -0.2 -0.6 -0.184
N 2.765 2.510 1.223 0.0 0.0 0.1 0.181
H 0.861 2.505 3.076 -0.2 0.1 -0.2 0.141
H 0.342 3.910 2.138 0.0 -0.2 0.1 0.133
H -1.050 1.450 2.499 0.1 0.0 0.1 0.138
H -2.140 3.605 2.796 0.0 -0.1 -0.2 0.139
H -2.868 2.524 1.573 -0.1 0.1 0.1 0.123
H -1.668 4.878 -3.207 0.0 -0.1 -0.1 0.109
H -1.324 7.275 -3.701 0.0 0.0 0.0 0.103
H -1.019 8.911 -1.907 0.0 0.0 0.0 0.103
H -1.167 8.239 0.476 0.0 0.1 0.0 0.110
H -1.650 5.869 2.039 0.0 -0.1 0.0 0.165
H 1.672 1.126 -2.767 0.0 0.0 -0.1 0.116
H 4.031 0.709 -3.447 0.0 0.0 -0.1 0.105
H 5.881 1.164 -1.925 0.1 0.0 0.0 0.104
H 5.489 2.038 0.356 0.1 0.0 0.0 0.111
H 3.253 2.753 2.067 -0.1 -0.1 0.1 0.168
N -4.027 1.831 -2.342 0.1 -0.1 0.1 0.172
C -4.146 1.404 -1.043 -0.4 0.2 -0.3 -0.500
O -3.080 1.149 -0.415 -4.1 0.2 -0.5 -0.357
C -5.430 1.278 -0.492 0.6 -0.1 -0.2 -0.227
C -6.555 1.670 -1.213 -0.6 0.3 -0.4 -0.258
N -7.454 2.037 -1.835 -0.1 0.0 -0.2 0.127
C -5.587 0.812 0.814 0.1 -0.2 0.7 -0.246
N -5.688 0.468 1.909 0.0 -0.1 0.2 0.126
H -3.135 2.241 -2.575 -0.2 0.0 0.0 0.089
H -4.844 2.189 -2.811 0.0 0.0 0.0 0.090
N -0.562 -1.015 0.060 0.7 -1.3 0.1 -0.451
P 0.312 -2.255 0.164 0.6 -0.9 0.4 0.533
N 0.923 -3.067 -1.227 -0.3 0.4 0.7 -0.211
C 2.044 -2.353 -1.827 0.5 0.0 -0.1 -0.237
C 2.230 -2.752 -3.284 -0.1 0.1 0.1 -0.181
C 1.020 -2.321 -4.123 0.0 0.0 0.0 -0.196
C -0.258 -2.340 -3.275 0.0 0.1 0.0 -0.180
C -0.142 -3.383 -2.170 -0.4 -0.1 -0.3 -0.242
N 1.799 -2.005 0.981 -0.4 0.3 -0.3 -0.211
C 2.622 -3.144 1.338 0.0 -0.3 0.1 -0.230
C 2.687 -3.318 2.852 0.1 0.0 -0.1 -0.174
C 3.366 -2.104 3.506 0.0 0.1 -0.1 -0.193
C 3.183 -0.858 2.629 -0.2 0.0 0.0 -0.190
C 1.829 -0.908 1.930 0.1 0.3 0.0 -0.243
N -0.383 -3.550 1.018 -0.1 0.4 -0.3 -0.206
C -0.524 -4.931 0.615 0.0 -0.3 -0.2 -0.236
C -1.992 -5.305 0.399 0.2 0.0 0.0 -0.172
C -2.804 -5.097 1.688 0.0 0.0 0.1 -0.193
C -2.018 -4.271 2.707 0.0 0.1 -0.1 -0.194
C -1.346 -3.093 2.017 -0.2 0.1 0.3 -0.240
H 2.946 -2.602 -1.261 0.0 0.2 -0.1 0.102
H 1.894 -1.263 -1.760 0.1 -0.1 0.0 0.090
H 2.362 -3.834 -3.337 0.0 -0.1 0.0 0.111
H 3.142 -2.291 -3.668 0.1 -0.1 0.0 0.103
H 0.918 -2.992 -4.980 0.0 0.1 0.0 0.105
H 1.182 -1.314 -4.511 0.0 0.0 -0.1 0.096
H -1.124 -2.561 -3.901 -0.1 0.1 0.0 0.111
H -0.426 -1.368 -2.784 0.0 -0.3 -0.2 0.092
H 0.036 -4.375 -2.612 -0.1 0.1 0.1 0.123
H -1.083 -3.411 -1.614 0.0 -0.2 -0.1 0.094
H 3.643 -3.026 0.945 -0.1 -0.1 -0.1 0.113
H 2.178 -4.023 0.868 0.2 -0.1 0.0 0.102
H 3.229 -4.228 3.111 -0.1 -0.1 0.0 0.108
H 1.663 -3.416 3.215 0.0 -0.1 0.0 0.104
H 4.433 -2.293 3.654 -0.1 0.0 0.1 0.104
H 2.922 -1.926 4.490 0.1 0.0 0.0 0.105
H 3.963 -0.803 1.867 0.1 0.0 0.0 0.108
H 3.252 0.046 3.239 0.0 0.1 0.0 0.097
H 1.643 0.012 1.371 0.0 0.0 0.1 0.072
H 1.039 -0.994 2.696 0.0 0.1 0.0 0.108
H -0.100 -5.585 1.392 0.0 -0.1 -0.2 0.114
H 0.053 -5.088 -0.296 0.0 -0.1 0.1 0.094
H -2.060 -6.342 0.066 0.0 0.0 -0.1 0.106
H -2.397 -4.674 -0.395 0.0 0.0 -0.1 0.099
H -3.080 -6.055 2.134 0.0 0.0 0.0 0.102
H -3.729 -4.570 1.454 -0.1 0.0 0.0 0.108
H -1.262 -4.890 3.197 0.0 0.0 0.1 0.105
H -2.693 -3.900 3.479 0.1 0.0 0.1 0.111
H -0.811 -2.480 2.754 -0.2 0.0 0.0 0.095
H -2.104 -2.447 1.551 0.0 0.0 0.1 0.104
```
Forces are in eV/Å.